(1)
Here is a molecular structure, C8H11N2S in a non-equilibrium geometry from the OMol25 dataset. Energies are from ωB97M-V/def2-TZVPD.

The geometry in XYZ format:
```
22
Properties=species:S:1:pos:R:3:forces:R:3:lowdin_charge:R:1
C -4.0606 1.1155 0.2186 -1.234 -2.271 0.035 -0.398
C -1.9540 0.9581 -0.0115 3.706 0.466 0.115 -0.100
C -2.1256 -0.3557 -0.1995 -0.640 0.711 0.151 -0.595
C 0.2969 1.2760 -0.1951 -4.881 -0.117 -0.280 -0.113
C 0.9145 2.3448 -0.6255 0.898 2.399 -0.205 0.041
C -1.1635 -1.4569 -0.4028 -0.148 -1.614 1.101 -0.189
C 0.1865 -1.0257 -1.0148 -2.646 0.516 2.628 -0.040
C 1.2261 -0.2908 1.4058 0.042 0.190 -0.071 0.050
N -2.9832 1.7842 0.2957 1.965 0.943 -0.844 0.031
N 0.9487 -0.0466 -0.0616 -3.109 0.459 0.663 -0.089
S -3.8144 -0.6220 -0.0305 -0.612 0.555 -0.221 1.079
H -5.1042 1.4306 0.2743 0.537 0.382 0.286 0.093
H 2.0564 2.4205 -0.5196 -1.589 -0.253 -0.654 0.110
H 0.3844 3.3274 -1.0041 0.990 -2.262 1.222 0.130
H -1.0517 -1.9158 0.6650 0.023 0.108 -2.113 0.152
H -1.6893 -2.1752 -1.1296 1.207 0.573 1.218 0.153
H 0.7697 -1.8628 -1.2156 1.311 -1.232 -0.268 0.115
H -0.1647 -0.5229 -1.8884 0.861 0.912 -0.729 0.134
H 0.2470 -0.4660 1.8686 0.629 -0.571 0.063 0.111
H 2.1084 -0.9010 1.6306 -0.891 -0.955 -0.489 0.116
H 1.5874 0.6361 1.8205 -0.272 0.779 -0.217 0.098
H 1.7136 0.1295 -0.5938 3.851 0.281 -1.392 0.111
```
Forces are in eV/Å.

The value obtained for the orbital gap is 9.352 eV. As for the LUMO energy: -3.66 eV. The value obtained for the energy relative to the best compared isomer or geometry (same formula, charge and spin) is 90.7 kcal per mole. Its charge is +1.

---

(2)
Here is C5H6O2 in the gas phase in a non-equilibrium geometry from the OMol25 dataset. Energies are from ωB97M-V/def2-TZVPD.

The geometry in XYZ format:
```
13
Properties=species:S:1:pos:R:3:forces:R:3:lowdin_charge:R:1
C 1.6328 1.6500 -0.0046 0.288 0.453 0.001 -0.054
C -1.4757 -1.0557 -0.0075 -0.799 0.240 -0.007 -0.049
C -0.2454 -1.4758 0.0327 2.056 -0.468 -0.046 -0.014
C -2.6957 -0.6139 -0.0479 -1.136 0.440 -0.031 0.024
O 0.5444 0.7278 -0.0070 0.327 -0.319 0.118 -0.049
C 0.9194 -0.5744 0.0366 0.747 -0.867 -1.139 -0.496
O 2.0674 -0.9929 0.0754 -1.119 0.994 0.178 0.085
H -0.0194 -2.5339 0.0665 0.147 -0.112 0.921 0.126
H 2.2188 1.5494 0.9142 0.005 -0.093 -0.250 0.098
H 2.2632 1.5019 -0.8868 -0.003 -0.085 0.250 0.097
H 1.2179 2.6611 -0.0415 -0.159 -0.313 0.008 0.092
H -3.5376 -1.2963 -0.0495 -0.174 -0.004 -0.945 0.067
H -2.8900 0.4527 -0.0806 -0.180 0.133 0.944 0.072
```
Forces are in eV/Å.

The value obtained for the orbital gap (alpha / beta) is 8.299 / 6.347 eV. As for the LUMO energy (alpha / beta): -0.14 / -1.49 eV. The SMILES is C=C=CC(=O)OC. The value obtained for the energy relative to the best compared isomer or geometry (same formula, charge and spin) is 91.4 kcal per mole.

---

(3)
Here is a molecular structure, C12H30BaN2O4 in a non-equilibrium geometry from the OMol25 dataset. Energies are from ωB97M-V/def2-TZVPD.

The geometry in XYZ format:
```
49
Properties=species:S:1:pos:R:3:forces:R:3:lowdin_charge:R:1
Ba 3.4311 7.5023 -13.8150 -0.173 0.234 0.064 1.537
C 5.5496 9.4971 -11.4818 0.778 -0.178 -0.224 -0.114
O 4.1882 9.2117 -11.7030 -1.552 0.311 -0.637 -0.406
C 3.3353 9.2536 -10.5670 -0.389 -0.102 1.194 -0.211
C 1.8165 9.2507 -10.8327 -0.585 -0.155 -1.917 -0.150
N 1.5029 8.9702 -12.2842 -0.652 0.979 0.446 -0.172
C 0.0758 8.6696 -12.5435 0.169 -2.051 1.392 -0.220
C -0.2383 8.6233 -13.9917 0.227 2.044 0.093 -0.256
O 0.8154 8.0876 -14.7397 0.529 -0.575 -0.976 -0.356
C 0.4471 7.9814 -16.1355 -0.756 -0.033 0.654 -0.058
H 6.0380 9.7490 -12.4231 -0.393 -0.072 -0.297 0.077
H 6.0269 8.5724 -11.1574 0.285 0.267 0.625 0.090
H 5.7215 10.3749 -10.8590 -0.202 -0.266 0.481 0.101
H 3.4534 10.1675 -9.9848 0.771 0.098 -0.068 0.125
H 3.5391 8.4186 -9.8966 0.372 -0.131 -0.030 0.124
H 1.4060 10.2379 -10.6203 -0.022 -0.017 0.307 0.121
H 1.2494 8.5212 -10.2545 0.430 -0.059 0.243 0.123
H 1.6171 9.8850 -12.6969 0.535 0.290 -0.575 0.101
H -0.7194 9.3025 -12.1497 0.422 0.637 0.586 0.134
H -0.0820 7.7123 -12.0467 -0.156 -0.308 -0.081 0.123
H -0.2978 9.6929 -14.1934 0.010 0.416 -0.858 0.129
H -1.2628 8.3030 -14.1816 0.179 -0.910 -0.197 0.146
H -0.0386 8.9069 -16.4447 -0.140 -0.007 -0.022 0.101
H -0.2527 7.1458 -16.1267 -0.138 0.135 -0.800 0.086
H 1.2672 7.8104 -16.8329 0.350 -0.184 0.624 0.087
C 6.4358 5.5946 -20.1027 -0.530 -1.241 1.003 -0.068
O 5.6196 5.7058 -18.9037 0.563 1.264 -1.323 -0.201
C 5.4618 7.1057 -18.6480 -0.235 -0.900 0.300 -0.241
C 4.3370 7.2990 -17.6671 0.593 0.609 1.239 -0.198
N 4.2938 6.5151 -16.3958 -0.175 -1.022 -1.364 -0.166
C 4.1228 5.0607 -16.6033 0.873 -1.879 2.379 -0.184
C 3.5419 4.3962 -15.2814 -0.240 2.256 -1.298 -0.187
O 2.4657 5.2699 -14.9354 -2.844 -0.894 0.209 -0.465
C 1.1380 4.8958 -15.3426 -0.253 -0.360 0.565 -0.082
H 6.6649 4.5377 -20.2389 0.060 -0.023 0.196 0.088
H 7.3734 6.1184 -19.9166 -0.073 0.291 -0.543 0.092
H 5.8444 5.8651 -20.9775 0.313 0.622 -0.022 0.092
H 5.1661 7.7139 -19.5029 -0.126 -0.368 -0.650 0.124
H 6.3988 7.5794 -18.3552 0.315 -0.296 0.526 0.125
H 3.3980 7.2281 -18.2160 -0.174 -0.111 0.423 0.121
H 4.5132 8.3087 -17.2962 -0.620 0.444 -0.272 0.099
H 5.2226 6.4873 -16.0000 0.584 0.864 0.024 0.062
H 5.1019 4.5820 -16.5895 0.281 0.025 -0.896 0.112
H 3.6099 4.7111 -17.4993 -0.231 0.507 0.153 0.129
H 4.0674 4.5428 -14.3377 1.455 -0.482 -0.479 0.080
H 3.3804 3.3309 -15.4457 -0.717 0.079 0.189 0.133
H 0.8234 3.9261 -14.9567 0.633 -0.476 -0.160 0.097
H 0.9857 4.9144 -16.4217 0.214 0.104 -0.059 0.101
H 0.3927 5.5163 -14.8449 0.435 0.625 -0.165 0.074
```
Forces are in eV/Å.

The expectation value of S² is 0.750. The value obtained for the orbital gap (alpha / beta) is 4.166 / 9.995 eV. As for the LUMO energy (alpha / beta): -2.18 / -2.44 eV. Its charge is +1. The spin multiplicity is 2.